ORCA calculation (ωB97M-V/def2-TZVPD) on the molecule C11H17OP at a distorted geometry.

Properties
ΔE to the lowest compared entry with this formula, charge and spin (kJ/mol): 273.2
Energy (hartree): -845.782142
SMILES: CC(C)[P@@H](C)=Cc1ccc(O)cc1
E_HOMO (eV): -6.662

```
30
Properties=species:S:1:pos:R:3:nbo_charge:R:1
C 2.224 0.963 0.837 -0.180
C 1.823 -0.178 -1.270 -0.188
C 3.422 0.377 0.957 -0.275
C 3.013 -0.920 -1.071 -0.311
C 1.343 0.710 -0.288 -0.109
C 3.821 -0.603 0.063 0.308
C -3.063 -0.371 1.542 -0.620
C -1.479 -1.827 0.448 -0.631
C -2.543 1.976 -1.144 -0.918
C 0.179 1.544 -0.550 -0.742
C -2.500 -0.807 0.228 -0.432
O 4.944 -1.272 0.344 -0.672
P -1.347 0.638 -0.694 1.113
H 1.902 1.788 1.542 0.208
H 1.267 -0.262 -2.246 0.211
H 4.127 0.669 1.693 0.218
H 3.611 -1.467 -1.758 0.201
H -2.500 -0.599 2.368 0.212
H -3.255 0.806 1.483 0.199
H -4.062 -0.838 1.947 0.224
H -1.104 -2.359 -0.417 0.220
H -0.578 -1.356 0.827 0.212
H -1.748 -2.497 1.315 0.210
H -3.010 2.190 -0.222 0.224
H -3.274 1.835 -1.871 0.239
H -2.015 2.719 -1.600 0.247
H 0.018 2.293 0.126 0.195
H -3.184 -1.198 -0.418 0.214
H 5.137 -2.012 -0.272 0.483
H -1.168 0.057 -1.900 -0.058
```